[1]
Density functional theory data (ωB97M-V with the def2-TZVPD basis set) for a 2-piece molecular cluster, C16H17NO overall.

Geometry as XYZ:
```
35
Properties=species:S:1:pos:R:3:forces:R:3
C 4.381321 1.964503 0.719651 -0.03 -0.23 0.59
C 0.896173 2.157222 -0.619917 0.10 -0.42 -0.39
C 2.256485 2.491720 -0.716639 0.04 0.18 0.19
C 2.944344 1.799912 0.343868 0.17 0.27 -0.24
C 2.000916 1.071908 0.995493 -0.18 0.32 0.42
C -0.039883 2.522209 -1.591517 0.22 -0.36 0.41
C 0.405017 3.309932 -2.625816 -0.06 0.70 0.22
C 1.730422 3.781629 -2.659281 0.22 -0.54 -0.25
C 2.664778 3.357158 -1.738172 -0.16 0.23 0.12
N 0.756769 1.320205 0.457651 -0.22 -0.16 -0.17
H -1.034175 2.107094 -1.503212 -0.23 0.28 -0.24
H -0.278259 3.704316 -3.362699 -0.15 -0.27 -0.17
H -0.080933 0.809259 0.672054 0.05 -0.04 0.07
H 2.051865 4.375382 -3.504061 -0.06 0.24 0.10
H 2.076464 0.503699 1.909336 0.11 -0.16 -0.10
H 3.676692 3.735927 -1.773285 0.14 -0.14 -0.11
H 4.760872 1.041015 1.157447 0.06 -0.04 0.00
H 4.496902 2.736357 1.489563 0.03 0.02 -0.18
H 5.033509 2.215155 -0.108749 -0.05 0.08 -0.26
C -3.588298 -3.710310 -1.542775 -0.05 0.54 -0.11
C -1.022355 -3.436838 1.247306 -0.43 -0.30 -0.66
C -1.709351 -3.858516 0.113038 -0.01 -0.01 0.49
C -1.537963 -2.392307 2.005061 0.29 -0.84 0.53
C -2.894369 -3.245420 -0.291343 0.14 -0.42 0.20
C -2.794185 -1.898193 1.723264 0.14 1.03 -0.67
C -3.418382 -2.263847 0.537804 -0.25 -0.51 -0.23
O -0.865955 -1.927130 3.105988 0.04 -0.01 0.35
H -0.142900 -4.001812 1.530447 0.18 0.31 0.17
H -1.350364 -4.746306 -0.390672 0.09 0.10 -0.28
H -0.296393 -2.625133 3.465338 -0.16 0.30 -0.27
H -3.206983 -1.101396 2.326423 -0.04 -0.11 0.20
H -3.029104 -3.359500 -2.405549 0.17 -0.16 -0.24
H -4.580507 -3.275121 -1.663346 -0.07 -0.06 0.24
H -4.385730 -1.874965 0.249353 -0.03 0.32 0.24
H -3.674781 -4.790896 -1.595082 0.04 -0.13 0.01
```
Positions in Å, forces in eV/Å.

Its energy relative to the best compared isomer or geometry (same formula, charge and spin) is 30.0 kJ/mol. For the gap between HOMO and LUMO, the calculation gives 8.34 eV. The SMILES is Cc1c[nH]c2ccccc12.Cc1ccc(O)cc1.


[2]
Density functional theory data (ωB97M-V with the def2-TZVPD basis set) for an isolated ion of composition C5H12N2 and charge +2.

Geometry as XYZ:
```
19
Properties=species:S:1:pos:R:3:forces:R:3
C -2.122148 -0.232577 -1.039825 -2.34 1.42 0.56
C 1.764682 -0.447965 -1.304306 0.71 -0.03 -0.92
C -1.454868 1.066970 0.840971 1.00 -0.59 1.38
C 1.787901 0.265592 0.942088 4.08 0.27 -0.06
C -0.075979 -0.983536 0.096185 -2.02 1.40 -4.26
N -1.256914 -0.018827 -0.134268 0.33 -0.86 0.68
N 1.193551 -0.400509 -0.164551 0.14 1.13 -2.16
H -2.036609 -0.820964 -1.913347 0.61 -1.23 -0.49
H -3.139872 0.267067 -0.936819 1.56 -0.17 -0.24
H 1.450350 -0.919496 -2.226371 -1.07 -0.56 0.38
H 2.724644 -0.002476 -1.510604 0.36 0.49 0.80
H -2.106594 1.822981 0.478796 -0.37 0.58 -0.64
H -0.427307 1.429629 0.961199 -0.81 0.58 0.28
H -1.866189 0.727588 1.816912 0.46 -0.20 -0.63
H 2.533405 1.079544 0.675811 -0.58 -1.44 -0.17
H 2.258521 -0.565032 1.470607 0.29 0.51 0.65
H 1.136816 0.784033 1.533145 -2.04 0.70 1.61
H -0.274398 -1.742316 -0.633924 0.12 -0.81 -0.03
H -0.088987 -1.309704 1.048308 -0.44 -1.19 3.30
```
Positions in Å, forces in eV/Å.

The net charge is +2. Its energy relative to the best compared isomer or geometry (same formula, charge and spin) is 249.5 kJ/mol. For the gap between HOMO and LUMO, the calculation gives 11.83 eV. The SMILES is C=[N+](C)C[N+](=C)C.


[3]
Density functional theory data (ωB97M-V with the def2-TZVPD basis set) for C5H8N as an isolated structure.

Geometry as XYZ:
```
14
Properties=species:S:1:pos:R:3:forces:R:3
C 2.584729 0.127110 0.072316 -0.34 -0.40 -0.01
C 1.791046 -0.949260 0.012537 1.10 0.15 0.08
C 1.403894 1.057552 -0.047194 0.44 1.04 0.08
C -3.151020 0.074134 0.029634 2.66 -0.08 0.04
C -0.654079 -0.469303 -0.074537 -1.17 0.21 0.00
N 0.603470 -0.180066 -0.073416 -2.97 -0.28 -0.07
H 3.634636 0.298405 0.184020 0.24 -0.03 -0.03
H 1.862975 -2.018244 0.039905 -0.03 -0.25 -0.01
H 1.188538 1.696089 0.809718 -0.08 -0.12 0.00
H 1.347680 1.639030 -0.969869 -0.15 -0.17 0.04
H -3.218604 0.464085 -0.966346 -0.11 0.16 -0.26
H -3.390541 -0.958952 0.207958 0.00 -0.20 0.01
H -3.110803 0.747377 0.867794 -0.09 0.15 0.08
H -0.891922 -1.527960 -0.092516 0.49 -0.20 0.07
```
Positions in Å, forces in eV/Å.

The net charge is +1. Its energy relative to the best compared isomer or geometry (same formula, charge and spin) is 575.4 kJ/mol. For the gap between HOMO and LUMO (spin up / spin down), the calculation gives 8.50 / 8.52 eV.


[4]
Density functional theory data (ωB97M-V with the def2-TZVPD basis set) for a 6-piece molecular cluster, C34H83N5O10 overall.

Geometry as XYZ:
```
132
Properties=species:S:1:pos:R:3:forces:R:3
C -1.721410 -4.407677 2.117767 0.19 -1.36 0.18
O -2.452433 -5.642164 2.037284 0.23 0.76 0.04
C -1.952418 -6.674608 2.880323 -0.23 0.50 0.17
C -1.842226 -7.926293 2.032577 -0.81 0.07 0.53
N -0.713445 -7.887611 1.126270 0.68 -0.34 0.41
C -0.096860 -9.180170 0.788234 0.02 0.73 -0.68
C 1.055234 -9.612583 1.657445 1.15 -0.78 0.65
O 2.339564 -9.127207 1.258499 -0.34 0.41 -0.07
C 2.478860 -7.731563 1.381018 -0.45 0.37 -0.20
H -2.215284 -3.661708 1.504321 -0.03 -0.01 -0.02
H -0.719903 -4.645476 1.753423 0.18 0.53 -0.12
H -1.633975 -4.082837 3.156436 -0.14 0.23 0.02
H -2.623916 -6.741600 3.744941 -0.36 -0.53 -0.24
H -1.003395 -6.437380 3.375904 0.31 0.17 -0.62
H -2.767545 -8.001168 1.449331 -0.20 -0.07 0.20
H -1.867089 -8.763896 2.735948 0.58 -0.28 -0.32
H -0.988786 -7.387226 0.295484 0.08 -0.05 -0.08
H 0.399516 -9.068647 -0.180923 -0.37 0.00 -0.21
H -0.853945 -9.961310 0.681672 0.05 -0.24 0.14
H 1.267465 -10.681012 1.571392 -0.72 -0.14 -0.04
H 0.916400 -9.420023 2.729254 -0.22 0.27 -0.03
H 1.803398 -7.187609 0.710631 0.04 -0.10 -0.07
H 3.497246 -7.459977 1.109303 0.06 -0.10 0.26
H 2.201002 -7.399093 2.388500 0.32 0.01 0.09
C 1.809794 -0.534404 -4.403375 -0.43 0.94 -0.16
O 3.167078 -0.746512 -4.667847 0.32 -0.45 0.33
C 3.391987 -1.952085 -5.393923 0.53 0.59 0.45
C 4.895565 -2.264277 -5.393986 -0.87 -0.32 -0.57
N 5.416566 -2.255907 -4.046429 -1.06 -1.70 -1.15
C 6.847067 -2.315250 -3.896649 0.03 2.00 0.11
C 7.282999 -2.742532 -2.526328 0.98 0.40 0.34
O 7.039834 -1.711863 -1.585106 -0.27 0.32 -0.12
C 7.197616 -2.043347 -0.227684 -0.77 -0.69 0.26
H 1.267253 -1.365098 -3.937674 0.28 -0.38 -0.35
H 1.334703 -0.203367 -5.335728 -0.39 -0.30 0.09
H 1.688300 0.279489 -3.689407 0.43 0.11 -0.11
H 3.032979 -1.829791 -6.420257 -0.06 -0.16 -0.07
H 2.834921 -2.742474 -4.883474 0.06 -0.23 -0.14
H 5.408974 -1.624808 -6.125432 0.11 0.51 0.31
H 4.921376 -3.242168 -5.891877 0.37 -0.29 0.38
H 4.870752 -1.581149 -3.533619 0.80 0.34 0.45
H 7.195101 -1.292169 -4.120493 0.62 -0.02 0.46
H 7.427349 -2.891290 -4.619866 -0.88 -0.61 -0.23
H 8.373818 -2.866410 -2.554369 0.00 -0.47 -0.06
H 6.790995 -3.677770 -2.243317 -0.02 0.00 0.06
H 7.266535 -3.125112 -0.069838 0.06 -0.06 -0.16
H 6.277785 -1.735369 0.274192 0.12 0.16 0.21
H 8.052193 -1.603514 0.289893 0.17 0.31 -0.43
C 2.958299 1.878877 3.940505 0.31 1.13 0.34
O 2.650374 2.840002 2.950387 0.58 -0.75 -0.55
C 2.175662 4.100345 3.334041 -0.46 0.91 -0.32
C 2.906749 5.141415 2.478598 -0.13 -0.34 0.11
N 2.513652 6.476940 2.853746 -0.13 0.38 0.49
C 1.115997 6.893792 2.806245 0.61 0.39 0.72
C 1.057502 8.376382 3.242424 -0.05 -1.83 -1.91
O 1.381126 9.070485 2.015778 -0.15 0.57 1.06
C 0.782357 10.355783 1.905998 -0.40 -0.19 -0.21
H 3.380630 1.003953 3.454848 -0.53 -0.19 -0.10
H 2.076891 1.694491 4.556696 0.11 -0.42 0.07
H 3.780684 2.274817 4.548811 -0.18 -0.07 0.37
H 2.314420 4.431215 4.370255 0.29 -0.69 0.20
H 1.094205 4.106106 3.150816 0.01 0.14 -0.03
H 2.793902 4.858938 1.422978 -0.23 0.21 -0.14
H 3.967769 5.015142 2.706374 0.05 0.11 -0.03
H 3.076819 7.223704 2.473853 0.24 -0.32 -0.26
H 0.539616 6.350199 3.560526 -0.08 -0.35 -0.37
H 0.709946 6.830424 1.794198 -0.46 -0.22 0.08
H 1.782403 8.441760 4.054572 0.05 0.79 -0.01
H 0.031735 8.549992 3.566939 0.04 0.55 0.04
H 0.089256 10.485519 2.737600 0.21 0.48 0.13
H 0.160570 10.425457 1.006771 0.14 -0.31 -0.11
H 1.517718 11.157220 1.816025 0.10 -0.07 0.42
C -4.897860 -1.511856 -0.838107 0.87 -0.20 -0.99
O -5.460765 -0.217872 -0.812989 -0.03 -0.92 -0.40
C -6.670552 -0.207481 -0.095778 0.37 1.91 0.94
C -7.440289 1.084143 -0.378717 0.25 -0.24 0.82
N -8.149198 1.046599 -1.623495 -0.44 0.67 -0.98
C -8.844808 2.301537 -1.948260 -0.39 0.18 0.61
C -8.989681 2.574025 -3.442498 0.29 -0.34 1.27
O -7.723179 2.765977 -4.048674 0.24 -0.69 -0.29
C -7.663873 2.237043 -5.365724 -1.17 0.05 -0.08
H -4.648369 -1.956342 0.129008 -0.24 0.31 0.28
H -3.968693 -1.443677 -1.407941 0.11 0.19 0.19
H -5.476172 -2.240890 -1.415622 -0.52 0.14 0.21
H -6.401228 -0.067526 0.965213 -0.13 -0.74 0.06
H -7.280222 -1.100535 -0.249133 0.00 0.05 -0.10
H -6.832835 1.996459 -0.261282 0.66 -0.33 -0.34
H -8.052504 1.199471 0.526802 -0.89 -0.22 -0.56
H -7.505229 0.876530 -2.389347 0.31 -0.09 0.26
H -8.445245 3.188301 -1.439640 0.46 -0.12 0.01
H -9.858089 2.189379 -1.549695 -0.16 0.23 -0.09
H -9.556181 3.495161 -3.574906 -0.44 -0.16 -0.12
H -9.544210 1.674964 -3.732575 0.16 0.18 -1.07
H -7.751308 1.147220 -5.376727 0.43 -0.13 0.18
H -6.789269 2.581383 -5.907376 0.23 0.00 0.34
H -8.550094 2.558343 -5.925655 0.06 0.26 -0.13
C -0.115596 0.672226 -1.745323 -1.43 0.03 -0.05
C 0.344274 1.634265 -0.613703 -0.49 -0.79 0.51
C -0.400363 2.964918 -0.654303 -0.09 1.01 -0.10
C -1.820993 3.013056 -0.135797 -0.31 -1.87 -2.19
C -1.981373 2.369530 1.203299 0.82 0.87 0.56
C -1.180437 1.030486 1.389446 -0.96 0.72 0.84
N 0.143833 1.093952 0.747022 0.23 1.25 0.15
O 0.905508 -0.075655 0.949468 -0.31 -0.34 -0.02
C -1.022732 0.881373 2.937571 0.28 0.37 -0.38
C -2.111225 -0.098920 0.934952 0.32 -0.06 -0.81
C 1.790795 2.004602 -0.888960 0.99 -0.42 0.20
H 0.404904 -0.267625 -1.921216 0.84 0.42 0.32
H -0.198048 1.242042 -2.673803 0.34 -0.12 -0.14
H -1.128135 0.273619 -1.605926 -0.15 0.50 0.36
H 0.134319 3.745281 -0.100883 0.53 -0.32 0.00
H -0.368207 3.264988 -1.705418 -0.17 0.23 0.05
H -2.365434 2.357222 -0.835629 -0.31 0.26 -0.06
H -2.250991 4.003151 -0.280146 0.00 0.06 0.46
H -3.048722 2.211520 1.367545 0.09 -0.33 0.26
H -1.667082 3.131339 1.928934 0.17 -0.36 0.34
H -0.278983 1.567166 3.352040 0.28 -0.06 -0.33
H -1.947204 1.209809 3.415886 -0.20 -0.39 -0.09
H -0.777436 -0.134857 3.243410 -0.04 -0.04 -0.04
H -2.708689 0.154227 0.055079 0.23 0.17 -0.11
H -1.465878 -0.936209 0.660833 -0.40 -0.41 0.32
H -2.856596 -0.311425 1.700953 0.27 -0.35 0.17
H 1.812905 2.662762 -1.758607 0.09 -0.03 -0.03
H 2.440337 1.151220 -1.096263 -0.26 -0.17 -0.17
H 2.307235 2.505729 -0.066938 -0.45 0.24 0.15
H 1.616731 0.215047 1.531681 -0.02 0.03 -0.03
C 5.827399 1.381567 2.273624 -1.23 -0.42 -0.91
O 5.093948 2.158444 1.323149 -0.09 0.24 0.44
H 5.219789 0.526152 2.591637 0.07 -0.13 0.03
H 6.623814 0.965572 1.662132 0.58 0.20 0.63
H 6.079326 1.917538 3.188818 0.57 0.21 -0.24
H 4.292979 2.518592 1.737124 0.12 -0.09 0.01
```
Positions in Å, forces in eV/Å.

For the gap between HOMO and LUMO, the calculation gives 8.71 eV. The SMILES is CC1(C)CCCC(C)(C)N1O.COCCNCCOC.COCCNCCOC.COCCNCCOC.COCCNCCOC.CO.


[5]
Density functional theory data (ωB97M-V with the def2-TZVPD basis set) for a 2-piece molecular cluster, C22H31BrClF17NO4P overall.

Geometry as XYZ:
```
78
Properties=species:S:1:pos:R:3:forces:R:3
C 5.609258 3.015990 -0.361564 0.24 0.01 -0.35
C 6.452650 2.609977 -1.577702 0.61 -0.04 0.85
O 7.840792 2.870318 -1.297686 -0.27 0.04 -0.34
C 6.302096 1.138564 -1.959107 0.23 0.29 -0.59
O 5.430535 0.982578 -3.079535 -0.22 -0.30 0.21
C 4.146532 0.605123 -2.765375 0.49 0.33 -0.32
Cl 3.056124 1.710703 -3.692443 -0.18 0.16 -0.02
O 3.953555 -0.695393 -3.148940 0.01 -0.09 -0.03
C 3.025845 -1.485662 -2.417894 -0.41 0.03 0.53
C 1.689141 -0.785617 -2.163374 0.41 -0.22 -0.18
C 0.643255 -1.782834 -1.671347 0.43 0.40 -0.02
C -0.778561 -1.444126 -2.095863 -0.23 -0.68 -0.31
F -1.245491 -2.455579 -2.890939 0.00 0.11 0.02
F -0.851623 -0.317268 -2.841383 -0.07 0.00 0.01
C -1.803290 -1.358988 -0.941450 0.18 -0.43 0.23
F -1.568509 -2.445614 -0.149766 -0.19 0.27 -0.19
F -3.071563 -1.451877 -1.396051 0.53 0.21 0.18
C -1.672398 -0.128535 -0.005906 -0.62 -0.15 0.35
F -0.419632 -0.083965 0.512193 -0.29 -0.05 -0.12
F -2.530356 -0.352606 1.015825 0.37 0.08 -0.31
C -2.043163 1.260254 -0.635142 -0.09 0.40 0.13
F -2.692617 1.112599 -1.798875 -0.05 -0.08 0.01
F -2.867799 1.900537 0.215175 0.07 -0.11 -0.04
C -0.822730 2.196664 -0.846729 0.04 0.30 0.35
F 0.220601 1.544027 -1.377182 -0.06 0.05 -0.06
F -0.453050 2.651642 0.371553 -0.02 0.00 0.00
C -1.126396 3.415317 -1.761400 0.21 -0.07 -0.32
F -1.027797 2.999219 -3.042181 -0.03 0.07 0.18
F -2.366008 3.878804 -1.558218 -0.04 -0.07 0.09
C -0.128933 4.591165 -1.520281 -0.48 0.24 -0.18
F -0.563614 5.281845 -0.445316 0.31 -0.16 -0.14
F 1.115034 4.138211 -1.309841 -0.05 -0.04 0.08
C -0.068328 5.582639 -2.713793 0.47 0.43 -0.35
F 0.696874 6.630846 -2.328545 -0.58 -0.66 -0.43
F 0.506467 5.003685 -3.791203 -0.52 0.59 0.81
F -1.296223 6.028474 -3.029678 0.79 -0.30 0.08
C 3.697181 -2.180992 -1.204554 -0.07 -0.24 -0.28
N 4.975511 -2.790943 -1.578979 -0.26 0.30 0.41
P 3.945240 -1.109441 0.282975 0.48 -0.20 0.16
O 2.404482 -0.922908 0.814383 0.16 -0.27 -0.32
Br 4.667294 -2.693788 1.677062 -0.10 0.17 -0.08
H 4.752629 3.620926 -0.630582 -0.37 -0.10 -0.07
H 6.227886 3.630936 0.277881 0.11 0.20 0.18
H 5.316069 2.136337 0.202353 -0.27 -0.07 0.17
H 6.239137 3.218437 -2.442017 -0.16 0.12 -0.29
H 8.098284 2.298722 -0.574712 0.20 -0.12 0.32
H 5.997878 0.520357 -1.117964 -0.22 -0.08 0.15
H 7.275429 0.790139 -2.281307 0.19 -0.09 -0.21
H 3.935230 0.779242 -1.714973 -0.20 0.01 0.23
H 2.772758 -2.300863 -3.088599 0.23 -0.22 -0.34
H 1.795705 0.035680 -1.468993 0.02 0.11 0.12
H 1.412330 -0.349063 -3.113022 -0.21 0.05 -0.18
H 0.731390 -1.886321 -0.600794 -0.18 -0.01 0.27
H 0.868641 -2.759736 -2.079218 -0.15 -0.29 -0.21
H 3.031128 -2.995360 -0.919953 -0.21 -0.04 0.22
H 5.683026 -2.068225 -1.615577 0.22 0.00 -0.18
H 4.879598 -3.141279 -2.520977 0.17 -0.15 -0.21
H 2.269309 0.022368 0.897551 -0.31 0.33 0.32
C -5.151435 -3.864944 5.968877 0.03 0.12 0.03
C -5.886103 -2.572927 5.621255 -0.03 -0.12 0.02
C -6.726949 -2.675435 4.349756 -0.02 0.05 -0.01
C -5.933767 -2.969001 3.075468 0.05 -0.06 0.02
C -4.833164 -1.958707 2.755426 -0.11 0.07 -0.09
C -5.364073 -0.547748 2.512899 0.11 -0.05 0.05
H -4.442716 -4.148767 5.189766 -0.01 -0.02 -0.01
H -4.589069 -3.751149 6.896565 0.00 -0.03 0.01
H -5.856261 -4.687803 6.103346 0.01 -0.02 -0.03
H -5.165570 -1.755473 5.532964 -0.01 0.02 -0.02
H -6.545950 -2.308723 6.451567 0.01 0.03 0.00
H -7.291303 -1.747445 4.223388 0.00 0.00 -0.02
H -7.474329 -3.464032 4.481746 0.00 -0.01 0.02
H -6.632321 -3.009771 2.233928 0.01 0.01 -0.01
H -5.489537 -3.965930 3.143076 -0.01 -0.01 0.01
H -4.303976 -2.295566 1.860257 0.03 -0.01 0.01
H -4.090142 -1.938746 3.557503 0.00 -0.02 0.01
H -6.074612 -0.538179 1.683573 -0.03 0.01 0.02
H -4.550091 0.131388 2.263827 -0.03 0.06 -0.01
H -5.865444 -0.146385 3.394789 -0.03 -0.01 -0.01
```
Positions in Å, forces in eV/Å.

For the gap between HOMO and LUMO, the calculation gives 9.76 eV. The SMILES is C[C@@H](O)CO[C@@H](Cl)O[C@H](CCC(F)(F)C(F)(F)C(F)(F)C(F)(F)C(F)(F)C(F)(F)C(F)(F)C(F)(F)F)[C@@H](N)P(O)Br.CCCCCC.